A structure of composition C22H47Cl23O5P2 at a distorted geometry, computed with ωB97M-V/def2-TZVPD.

Summary:
Molar mass: 1268.98 Da
HOMO energy: -10.29 eV
E_tot: -340411.385 eV
Net charge: 0
LUMO: -0.75 eV

Geometry (Å):
C -5.331 -0.416 -1.520
H 4.411 -3.102 3.303
Cl -0.355 2.062 2.972
O -0.846 -1.616 1.288
Cl -5.988 1.141 10.217
H -3.479 1.033 7.507
P 0.094 -0.404 1.873
H 8.705 -3.151 1.011
Cl 5.420 -3.248 -4.997
C 5.251 -3.654 3.727
H -8.072 -2.168 -1.468
C -10.337 -0.539 -7.287
H 6.928 2.126 -3.312
C -9.891 -1.132 -5.972
Cl -5.569 1.911 6.923
H 0.629 1.226 -3.491
H 3.948 -5.105 4.602
C 6.537 1.249 -3.825
C 10.088 -1.641 1.700
C 2.885 -2.238 -5.170
P 2.865 -0.548 2.204
H -0.396 2.259 -2.491
Cl -4.669 0.617 -0.227
H 7.341 0.811 -4.415
H -5.791 -1.277 -1.033
H 4.005 -0.331 1.371
H 5.678 -4.282 2.947
Cl 1.277 2.712 -0.177
H 8.306 5.267 -0.248
H 8.026 -1.992 2.164
H -3.943 2.366 8.567
H -5.522 2.688 3.726
Cl -3.346 2.602 4.585
O 3.083 -1.879 2.900
Cl 7.997 -1.147 -0.007
H -5.411 4.701 2.363
C 4.783 -4.474 4.904
H 2.746 0.496 3.153
C 3.699 -3.492 -5.386
C 8.703 -2.106 1.317
C -4.261 -0.883 -2.478
H -5.193 4.048 4.802
Cl -3.611 0.454 -3.459
H -9.313 -0.400 -5.414
H 1.870 -2.387 -5.538
H 3.328 -4.316 -4.781
H -3.986 3.725 1.997
H 5.462 4.143 0.019
C 6.451 4.174 -0.435
C 0.396 1.511 -2.465
C -9.960 -1.208 -1.038
H -10.433 -2.063 -0.556
H -11.040 0.279 -7.137
O 0.256 -0.584 3.354
H -6.113 0.142 -2.036
Cl 2.754 -1.813 -3.446
Cl -3.451 5.697 3.173
H 2.391 1.275 -1.660
H -0.525 -2.422 1.709
C -4.789 3.452 3.985
Cl -11.113 -1.746 -8.343
H -9.270 -2.014 -6.122
H -10.730 -0.637 -1.553
H 4.452 -3.840 5.724
C -4.300 1.457 8.085
H 10.417 -2.168 2.595
Cl 11.289 -1.978 0.427
H -3.951 0.103 9.705
H 3.316 -1.387 -5.695
C -4.787 0.448 9.098
C -8.895 -1.686 -1.994
H 6.830 -0.170 -2.249
H -4.680 -1.611 -3.173
H 6.848 6.258 -0.147
H -5.238 -0.416 8.614
H 5.526 -0.605 -3.357
C 6.010 0.227 -2.847
H -9.474 -0.153 -7.828
H -3.430 -1.350 -1.953
C 1.634 2.042 -1.785
O -0.546 1.131 1.557
Cl -0.242 0.059 -1.660
Cl 5.283 1.789 -4.972
Cl 6.477 -2.446 4.194
H 6.329 4.310 -1.510
Cl 7.216 2.584 -0.198
H 3.649 -3.787 -6.434
H -9.321 -2.405 -2.693
O 1.574 -0.531 1.123
H 2.061 2.850 -2.380
Cl -8.223 -0.353 -2.968
Cl -9.284 -0.188 0.257
Cl 7.354 5.256 1.909
Cl -11.271 -1.597 -4.943
C -4.485 4.302 2.774
Cl 4.834 0.933 -1.711
C 7.286 5.299 0.131
H 10.106 -0.572 1.906
Cl 6.057 -5.558 5.521


A cluster of 6 separate species, C22H47F3N4O6Si in total at a distorted geometry, computed with ωB97M-V/def2-TZVPD.

Summary:
Molar mass: 548.72 Da
HOMO energy: -8.30 eV
E_tot: -57847.407 eV
Net charge: 0
LUMO: 0.33 eV

Geometry (Å):
C -0.628 3.272 -1.371
H 1.211 -2.593 2.739
O -7.392 1.898 -5.405
C 3.083 -0.630 -1.480
O -0.244 0.818 3.785
H -1.580 3.707 -1.057
H -5.774 3.619 -1.687
C 5.887 -1.902 4.387
H -5.757 1.547 0.024
H 3.003 2.167 0.741
H 5.707 -0.843 7.708
F 3.698 -5.107 1.249
H -6.328 1.068 -8.183
N 2.629 1.633 -0.086
O 4.897 -0.025 5.481
H 5.596 -2.528 7.151
C -6.047 2.901 -2.464
H -0.034 -0.410 2.070
C 0.672 -2.613 -0.590
H -0.798 3.315 2.052
C -6.097 1.803 -7.408
H -1.227 2.149 5.669
N 0.473 -0.755 1.201
H 5.474 -1.432 3.488
C -0.864 1.924 -1.999
C 0.061 2.802 2.493
H -2.728 2.247 -2.999
C -0.370 2.040 3.717
H -5.023 2.007 -7.385
H -6.358 -0.234 -4.587
Si 2.584 -2.266 -0.596
H -7.133 2.866 -2.586
H 0.469 2.103 1.755
H 0.132 -3.883 2.304
C -6.551 1.293 -6.067
C 4.617 0.185 0.815
O -0.371 0.903 -1.522
H 0.153 -0.230 0.356
H -0.230 3.551 5.225
N -1.424 -2.398 0.898
F 6.069 -5.220 1.061
H 2.177 -0.273 -2.157
C -0.961 2.830 4.854
C 4.878 -4.318 0.834
H -5.571 -0.069 -0.694
H -1.273 2.470 -4.027
C 3.381 0.485 -0.269
H -1.809 -2.439 1.886
H 0.012 3.156 -0.491
C -5.936 0.013 -5.567
H -4.855 0.136 -5.461
H 4.208 -0.507 1.685
H 0.124 -1.989 -1.419
C -6.030 0.917 -0.826
H -7.115 0.793 -0.874
C 0.106 -2.230 0.936
H -1.866 3.343 4.518
H 3.796 -3.615 -2.359
H 5.450 -2.899 4.493
H 4.024 -0.770 -2.168
H -6.160 -0.802 -6.260
H -5.599 3.221 -3.411
H 7.119 -1.601 6.937
H 0.504 -3.781 -0.706
H 2.957 -2.110 0.832
O -4.725 0.946 -2.825
O 4.928 -3.942 -0.583
H -1.769 -1.503 0.465
H 2.960 -4.822 -1.181
H 6.972 -1.972 4.279
H -1.810 0.837 -3.574
H -0.126 3.931 -2.084
C 5.545 -1.064 5.590
H 4.972 1.242 1.226
F 5.140 -3.133 1.734
H -6.625 2.734 -7.640
H 5.527 -0.385 0.307
N 0.781 -3.138 1.948
C -1.727 1.874 -3.231
H 0.839 3.523 2.759
C -5.528 1.535 -2.103
C 6.027 -1.547 6.932
C 3.602 -3.827 -1.200


A cluster of 3 separate species, C22H47N5O4P in total at a distorted geometry, computed with ωB97M-V/def2-TZVPD.

Summary:
Spin multiplicity: 3
Molar mass: 476.62 Da
HOMO energy (spin up / spin down): -10.46 / -11.04 eV
E_tot: -48490.995 eV
Net charge: +1
LUMO (spin up / spin down): -6.14 / -6.14 eV

Geometry (Å):
N -5.218 4.642 4.080
H -2.746 6.164 3.664
C -6.126 6.633 2.917
H -2.783 3.562 3.023
C 4.893 -4.267 -1.326
H 4.430 -6.722 -4.884
H -4.755 8.066 4.676
C -4.969 3.637 2.990
H -0.336 -2.316 -0.051
C 4.836 -2.855 -3.426
O -2.505 0.070 1.145
H 4.076 -2.223 -2.949
H 1.539 -5.360 -6.209
P -1.005 0.827 0.570
H -2.339 5.357 1.462
H 1.916 0.872 0.129
H -6.054 1.994 3.989
H -5.752 6.937 5.605
C 0.364 -0.408 1.201
H 1.638 -2.447 3.370
O -0.814 2.207 1.671
H 0.952 -4.627 -4.732
C -4.926 6.076 3.737
H 2.522 -2.840 -5.043
C 0.594 -1.602 0.101
H -3.476 3.142 1.470
C 3.355 -3.480 -5.361
C 1.693 -5.333 -5.122
H 3.635 -0.263 0.707
O -4.418 4.291 5.181
H -5.958 2.909 1.169
H 5.804 -2.407 -3.167
H 1.462 -6.330 -4.730
H 1.679 1.445 1.909
H 1.654 -3.411 0.456
H 3.311 -3.512 -6.458
H -0.016 -0.765 2.252
H 4.623 -1.742 -5.257
C 4.039 -5.945 -5.549
H -4.295 1.898 4.215
H 5.972 -6.129 -3.001
O 2.421 -4.459 -2.599
H -6.042 4.639 1.315
H 4.130 -3.647 -0.841
H -2.294 -0.411 2.014
H -7.070 3.627 2.338
H -3.980 6.811 5.618
H 4.834 -5.276 -0.902
H -6.414 7.643 3.237
H -0.621 1.749 2.562
C -6.070 3.721 1.899
H 3.466 -6.489 -6.311
C 4.751 -4.302 -2.881
H 0.742 -1.058 -0.952
C 6.010 -5.086 -3.337
N 3.002 -0.365 1.549
C -3.585 3.826 2.321
H -7.030 6.029 3.050
H -3.531 7.275 2.556
C -3.589 6.257 2.967
H 6.165 -5.084 -4.414
H 5.863 -3.845 -1.031
C -3.363 5.257 1.838
H -4.020 5.482 0.991
H 4.878 -5.477 -6.073
C 1.755 0.477 1.244
N 2.513 -2.508 2.771
C -5.086 2.166 3.505
H -5.905 6.703 1.848
C -4.851 7.017 4.987
H 3.301 -3.091 3.131
C 3.163 -4.910 -4.785
C 4.649 -2.791 -4.940
C 2.488 -1.802 1.592
H -5.004 1.453 2.674
H 6.920 -4.642 -2.913
H 5.505 -3.241 -5.452
N 3.496 -5.005 -3.322
N 1.903 -2.388 0.315


A structure of composition C22H47NOP2ReSi at a distorted geometry, computed with ωB97M-V/def2-TZVPD.

Summary:
Spin multiplicity: 4
Molar mass: 617.87 Da
HOMO energy (spin up / spin down): -6.67 / -7.09 eV
E_tot: -55695.162 eV
Net charge: 0
LUMO (spin up / spin down): 0.42 / -0.95 eV

Geometry (Å):
H 1.417 -3.580 -0.118
H 2.601 0.657 -1.488
H -5.791 0.154 -2.914
C -1.155 -0.461 3.029
Re 0.265 -0.543 0.026
H 2.054 -2.981 -2.098
H -0.060 3.717 0.625
H 4.716 3.353 3.676
C 3.678 0.760 -1.335
P -1.601 -0.393 1.194
H 4.054 -1.501 1.312
H -1.921 0.090 3.608
H -0.467 -3.220 -2.909
H -1.361 4.059 1.783
C 3.647 1.302 1.171
H 0.081 -3.108 1.950
C 1.704 2.402 2.343
H 1.301 1.092 -3.036
H -2.160 2.044 1.217
C -1.255 -4.037 -0.247
C 4.096 0.289 0.055
H -3.407 1.543 -3.041
C -0.264 2.742 3.964
H -2.652 -2.532 1.773
H -1.151 -1.522 3.326
H 4.178 0.188 -2.115
O -3.522 -1.679 -1.810
H -2.845 -2.056 -2.522
H 2.639 -1.367 0.278
H -1.356 2.711 4.089
H -0.264 -2.077 -4.250
C -0.291 3.850 1.688
H 5.613 1.758 1.916
H 1.076 -0.083 -4.324
H 0.252 4.726 2.055
H -5.665 -1.557 -2.422
H -2.238 0.699 -1.981
C 0.157 2.637 2.494
H -3.745 -1.166 2.066
C 4.521 1.953 2.026
C -3.006 -1.582 1.367
C -2.955 0.534 -2.828
C 0.652 0.294 -3.391
H -1.652 -1.941 -3.212
C -5.221 -0.762 -3.033
C 2.234 1.508 1.332
C -0.575 -2.179 -3.210
C 3.727 -1.175 0.321
H -3.428 1.081 1.991
Si 0.184 -2.915 0.449
H -3.275 1.090 0.229
H 2.028 -2.201 -3.700
H -1.181 -4.195 -1.343
H -1.032 -4.991 0.276
H 2.254 3.748 3.939
C 2.033 -2.020 -2.618
H 4.177 -1.830 -0.426
H 0.156 1.920 4.558
C -2.706 1.098 1.164
H -0.154 -0.039 3.222
H 0.089 3.694 4.369
C -3.850 -0.601 -2.551
H 3.918 1.816 -1.485
N 1.420 0.644 0.717
C 2.622 3.049 3.156
H 2.934 -1.463 -2.352
H -5.252 -1.136 -4.066
H -2.271 -3.691 0.034
H 5.195 0.335 0.090
H -2.307 0.546 -3.740
H -3.488 -1.754 0.398
H -0.315 0.739 -3.617
P 0.483 -1.073 -2.171
H -0.336 1.756 2.064
C 4.017 2.836 3.011


A cluster of 7 separate species, C22H48BO14 in total at a distorted geometry, computed with ωB97M-V/def2-TZVPD.

Summary:
Molar mass: 547.42 Da
HOMO energy: -7.15 eV
E_tot: -52938.151 eV
Net charge: -1
LUMO: 1.89 eV

Geometry (Å):
C -7.254 8.467 -2.171
H 8.951 2.455 1.521
H -6.118 9.710 -3.433
H -1.891 -10.185 2.438
C -1.268 2.440 0.121
B -1.295 0.560 1.316
C 5.934 -4.476 0.298
C 7.994 2.868 1.203
H -5.235 8.285 -3.191
H -8.410 2.084 0.530
H -2.204 -10.776 4.778
H 8.143 2.914 0.124
H 5.580 2.329 -3.976
O 6.809 4.115 -5.212
C -1.794 -1.618 1.492
O -0.199 -0.107 2.033
C -2.158 2.744 1.372
H -9.330 8.085 -2.741
C -1.337 -11.052 2.799
H 8.464 2.161 -6.255
O -2.460 -2.603 1.525
C -9.165 1.406 0.930
H -9.034 0.614 0.193
C -8.720 8.928 -2.418
H -0.614 -11.666 4.714
O -10.016 0.032 2.668
O 5.557 2.604 1.255
C 0.098 -11.060 2.124
C -1.203 -10.825 4.348
H 7.758 4.057 -5.350
H -0.626 -9.912 4.495
C 6.502 2.868 -5.840
H 7.761 1.174 3.362
C -6.260 8.635 -3.314
O -2.140 -12.148 2.477
H 6.073 0.852 3.215
O 5.980 -5.244 -1.957
H -8.675 1.260 4.371
H 4.432 3.123 -4.980
O -6.899 8.994 -0.927
H -6.761 8.481 -4.270
H -9.053 9.421 -1.505
H 0.841 -11.677 2.630
H 5.371 -2.889 -2.094
H 3.753 -3.518 -2.407
O -0.789 1.272 0.126
H 4.214 -2.744 -0.859
H 4.994 1.506 -5.434
H 6.246 2.982 -6.893
H 7.393 0.888 -6.093
H -7.789 2.425 3.343
C 6.800 1.969 1.665
H 7.842 1.680 -4.564
H 4.198 -5.361 -0.687
H 5.526 -3.954 1.163
H -9.599 2.443 3.563
H 6.825 -3.878 0.103
H 6.718 -4.630 -1.957
C 5.301 2.466 -5.021
H -10.743 0.655 2.604
C -8.855 0.746 2.346
H 7.807 3.854 1.627
H 0.345 -10.001 2.198
H 0.099 -11.250 1.050
H -8.678 9.709 -3.178
C 7.636 1.841 -5.623
O -0.020 -2.153 3.043
C 6.809 1.653 3.136
H -10.207 1.723 0.892
C 5.022 -4.723 -1.003
O -2.108 -0.515 0.885
H 6.689 2.418 3.903
H 4.841 2.106 1.656
H -2.951 -12.025 2.976
H 6.195 -5.424 0.770
H -7.938 0.157 2.322
C -8.700 1.836 3.446
O -1.152 3.230 -0.828
O -2.776 3.760 1.687
H -6.540 8.231 -0.467
H -7.247 7.387 -2.027
C 4.531 -3.424 -1.650
H 6.874 1.022 1.130
C -0.544 -1.344 2.277
O -2.153 1.554 2.082